{"formula": "C64H142F6LiN15O18S2", "method": "ωB97M-V/def2-TZVPD", "symbols": ["Li", "C", "F", "F", "F", "S", "O", "O", "N", "S", "O", "O", "C", "F", "F", "F", "C", "C", "O", "O", "H", "H", "H", "H", "H", "H", "C", "C", "O", "O", "H", "H", "H", "H", "H", "H", "C", "O", "N", "N", "H", "H", "H", "H", "C", "O", "N", "N", "H", "H", "H", "H", "C", "O", "N", "N", "H", "H", "H", "H", "C", "O", "N", "N", "H", "H", "H", "H", "C", "C", "C", "C", "C", "C", "N", "O", "C", "C", "C", "H", "H", "H", "H", "H", "H", "H", "H", "H", "H", "H", "H", "H", "H", "H", "H", "H", "H", "H", "C", "C", "C", "C", "C", "C", "N", "O", "C", "C", "C", "H", "H", "H", "H", "H", "H", "H", "H", "H", "H", "H", "H", "H", "H", "H", "H", "H", "H", "H", "C", "C", "C", "C", "C", "C", "N", "O", "C", "C", "C", "H", "H", "H", "H", "H", "H", "H", "H", "H", "H", "H", "H", "H", "H", "H", "H", "H", "H", "H", "C", "C", "C", "C", "C", "C", "N", "O", "C", "C", "C", "H", "H", "H", "H", "H", "H", "H", "H", "H", "H", "H", "H", "H", "H", "H", "H", "H", "H", "H", "C", "C", "C", "C", "C", "C", "N", "O", "C", "C", "C", "H", "H", "H", "H", "H", "H", "H", "H", "H", "H", "H", "H", "H", "H", "H", "H", "H", "H", "H", "C", "C", "C", "C", "C", "C", "N", "O", "C", "C", "C", "H", "H", "H", "H", "H", "H", "H", "H", "H", "H", "H", "H", "H", "H", "H", "H", "H", "H", "H"], "xyz": [[-3.09584, -3.17815, -0.06470], [-0.54878, 1.41271, 1.62496], [-0.14691, 2.03526, 2.67933], [-1.85573, 1.49705, 1.41724], [-0.00516, 1.93242, 0.56982], [-0.09703, -0.47699, 1.89446], [1.28583, -0.57972, 2.38722], [-1.13579, -1.01643, 2.80082], [-0.44316, -1.19256, 0.33489], [0.99893, -1.24745, -0.30151], [1.80139, -0.03112, -0.13820], [1.65936, -2.51567, 0.09541], [0.68341, -1.44748, -2.25769], [0.22724, -0.29164, -2.72777], [1.81236, -1.70987, -2.88997], [-0.29790, -2.37767, -2.57951], [-6.17506, -5.73800, -7.41868], [-5.22212, -6.22021, -6.34991], [-5.90739, -6.64184, -5.21388], [-7.08857, -6.75955, -7.82058], [-5.70431, -5.17639, -8.22558], [-6.85964, -4.98897, -7.02067], [-4.52227, -5.44649, -6.03421], [-4.71557, -7.10241, -6.74137], [-5.27673, -6.99728, -4.58338], [-7.03427, -7.46055, -7.16694], [-6.95271, -2.29095, -1.22187], [-6.65063, -1.35679, -0.08512], [-5.92235, -2.00168, 0.98410], [-5.78043, -3.03330, -1.54441], [-7.11353, -1.62794, -2.07196], [-7.83551, -2.88070, -0.97497], [-7.57680, -1.03297, 0.38969], [-6.10643, -0.45849, -0.37663], [-6.56776, -2.36815, 1.59299], [-6.07371, -3.70604, -2.16329], [-3.19506, -6.57086, 3.60861], [-3.03931, -6.04972, 2.51944], [-2.58191, -6.15115, 4.64964], [-4.06093, -7.56018, 3.93844], [-2.01023, -5.32301, 4.56328], [-2.55595, -6.60959, 5.54923], [-4.61696, -7.97566, 3.20475], [-4.10035, -7.91746, 4.88231], [-6.56329, 0.11279, 6.00443], [-7.59847, 0.11172, 6.63608], [-6.20204, 1.02742, 5.16596], [-5.71145, -0.86300, 6.00823], [-6.76095, 1.86868, 5.16331], [-5.58802, 0.77906, 4.40347], [-5.85456, -1.60716, 6.67595], [-4.89144, -0.76072, 5.42753], [6.92539, 4.14949, -1.73710], [7.74167, 3.78611, -0.90484], [7.21375, 4.85188, -2.76000], [5.64385, 3.86765, -1.80672], [6.39530, 5.36221, -3.05968], [8.13237, 5.26246, -2.84750], [5.29027, 3.07893, -1.28422], [5.01552, 4.33698, -2.44313], [1.24462, 6.77549, -3.45726], [2.50743, 6.89877, -3.57865], [0.48501, 7.36159, -4.26399], [0.51057, 6.27556, -2.46622], [-0.50340, 7.54967, -4.17586], [0.90773, 7.76045, -5.09001], [-0.49329, 6.38572, -2.48049], [0.95493, 5.71686, -1.75173], [2.38666, 1.46396, -14.05032], [1.51510, 0.63359, -12.98957], [2.59377, 0.37290, -11.91101], [1.99487, -0.10325, -10.61767], [0.89436, 0.95026, -10.15826], [-0.28707, 1.10988, -11.13780], [0.30865, 1.40722, -12.46394], [-0.58629, 1.54109, -13.47810], [-1.14424, -0.15797, -11.14427], [-1.01821, 2.45468, -10.72368], [1.00538, -0.71111, -13.64649], [1.84667, 1.63092, -14.98233], [3.39384, 1.08365, -14.22076], [2.46768, 2.49872, -13.71743], [3.13768, -0.53571, -12.16926], [3.27167, 1.22037, -11.80927], [2.84205, -0.13124, -9.93240], [1.47792, -1.04827, -10.78438], [1.36873, 1.90753, -9.94213], [0.54781, 0.68755, -9.15876], [-0.69176, -0.91394, -10.50252], [-2.17078, 0.02376, -10.82601], [-1.32505, -0.60402, -12.12226], [-1.37592, 2.41305, -9.69490], [-0.20668, 3.17247, -10.60406], [-1.84175, 2.71436, -11.38885], [0.38856, -1.37707, -13.04306], [1.83386, -1.23464, -14.12359], [0.37257, -0.49202, -14.50652], [-0.84052, 2.46081, -13.37283], [-3.88424, 12.22618, 7.48669], [-2.44159, 11.74102, 6.96373], [-1.32903, 12.08619, 8.02315], [0.03266, 11.36812, 7.73376], [-0.36204, 9.83684, 7.86734], [-1.34572, 9.28535, 6.80946], [-2.48023, 10.23841, 6.79005], [-3.53295, 9.78386, 6.04551], [-0.72462, 9.22375, 5.36894], [-1.74838, 7.88100, 7.32261], [-2.16180, 12.42399, 5.63803], [-3.94190, 13.31329, 7.54126], [-4.15740, 11.79891, 8.45154], [-4.69615, 11.96617, 6.80750], [-1.19563, 13.16283, 7.91749], [-1.62104, 11.90902, 9.05825], [0.78341, 11.56601, 8.49882], [0.52338, 11.54186, 6.77611], [-0.59481, 9.58350, 8.90162], [0.61335, 9.38541, 7.68586], [-0.14913, 8.30359, 5.26792], [-1.51113, 9.28240, 4.61657], [-0.04147, 10.00935, 5.04609], [-2.30553, 7.31306, 6.57754], [-0.99759, 7.14961, 7.62176], [-2.36352, 7.78262, 8.21705], [-1.93777, 13.49066, 5.64938], [-2.96582, 12.26492, 4.91946], [-1.37773, 11.93143, 5.06295], [-3.87964, 9.05890, 6.57072], [-7.19795, 8.80908, -1.40241], [-5.89861, 8.02458, -1.07399], [-6.13191, 7.04833, 0.09669], [-7.00839, 5.82110, -0.28915], [-6.53287, 5.17631, -1.62031], [-6.16508, 6.00763, -2.80108], [-5.39831, 7.23072, -2.22542], [-4.99115, 8.11843, -3.18582], [-5.15431, 5.21023, -3.62885], [-7.37627, 6.35037, -3.58029], [-4.79976, 9.02158, -0.57902], [-8.06379, 8.15038, -1.33501], [-7.10377, 9.32057, -2.36033], [-7.55841, 9.44691, -0.59536], [-5.25029, 6.75039, 0.66421], [-6.77222, 7.53999, 0.82906], [-8.01267, 6.21275, -0.45079], [-7.14812, 5.06663, 0.48503], [-7.44053, 4.60225, -1.80656], [-5.69932, 4.58291, -1.24456], [-5.63506, 4.34806, -4.09107], [-4.73146, 5.75170, -4.47507], [-4.27452, 4.83616, -3.10526], [-8.33013, 6.35764, -3.05284], [-7.40621, 7.32567, -4.06607], [-7.56398, 5.63538, -4.38132], [-5.08691, 9.45297, 0.37991], [-4.67478, 9.79750, -1.33428], [-3.90975, 8.45762, -0.29987], [-5.79938, 8.29166, -3.67403], [7.22636, -8.96881, 5.11673], [5.84028, -8.91426, 5.84892], [5.62877, -7.53266, 6.46170], [5.15010, -6.48960, 5.37249], [3.93432, -6.95731, 4.63476], [4.11944, -8.39965, 3.92509], [4.82155, -9.34178, 4.86261], [4.97134, -10.60824, 4.34507], [2.69673, -9.03059, 3.73127], [4.77412, -8.23284, 2.56232], [5.90004, -9.92680, 7.03408], [7.14177, -8.43571, 4.16976], [7.44075, -9.99133, 4.80595], [7.97514, -8.55754, 5.79370], [4.98045, -7.61768, 7.33380], [6.54965, -7.01888, 6.73759], [6.02108, -6.27202, 4.75431], [4.92982, -5.66657, 6.05234], [3.67581, -6.18055, 3.91510], [3.14164, -7.12536, 5.36381], [2.01624, -8.43439, 3.12332], [2.81833, -9.95764, 3.17100], [2.06237, -9.25977, 4.58752], [5.85182, -8.07893, 2.61699], [4.60157, -9.08723, 1.90784], [4.17125, -7.54229, 1.97258], [6.47969, -9.44444, 7.82112], [6.26657, -10.89787, 6.70124], [4.90118, -10.25608, 7.32038], [4.19284, -11.00538, 4.74234], [1.84634, -2.39899, 10.94816], [1.14561, -1.01389, 10.79830], [-0.32588, -1.36649, 10.43619], [-1.24340, -0.11431, 10.37516], [-1.18765, 0.58890, 11.67853], [0.21044, 0.84618, 12.42007], [1.21864, -0.18194, 12.05902], [2.50285, 0.06038, 12.49152], [0.66444, 2.26463, 11.96292], [-0.02238, 0.80214, 13.94152], [1.77491, -0.30998, 9.54378], [1.48116, -3.02152, 11.76499], [2.89986, -2.25056, 11.18514], [1.95025, -3.03811, 10.07132], [-0.57055, -2.05900, 9.63079], [-0.71383, -1.83722, 11.33952], [-2.23037, -0.44211, 10.04876], [-0.98551, 0.50549, 9.51642], [-1.71273, -0.03491, 12.40189], [-1.60896, 1.59292, 11.62795], [0.97783, 2.37485, 10.92477], [-0.05970, 3.06706, 12.10368], [1.51891, 2.63686, 12.52808], [0.83234, 1.31229, 14.38571], [-0.88880, 1.38490, 14.25428], [-0.12423, -0.22186, 14.30088], [1.62071, -0.94458, 8.67108], [2.81561, -0.10022, 9.79088], [1.17995, 0.56988, 9.29889], [2.90599, 0.47958, 11.72774], [8.20487, -7.95436, -6.99763], [7.36116, -7.04688, -7.88546], [7.82132, -7.09485, -9.36720], [7.43525, -8.50736, -9.92468], [5.89167, -8.69054, -9.82671], [5.24147, -8.53035, -8.41645], [5.93693, -7.36081, -7.74446], [5.49202, -7.18139, -6.45381], [3.73843, -8.12427, -8.68406], [5.26140, -9.87168, -7.56343], [7.68442, -5.53653, -7.60184], [7.98291, -9.01844, -7.07872], [7.87179, -7.78132, -5.97429], [9.27864, -7.78379, -7.07520], [7.46304, -6.27406, -9.98851], [8.89275, -6.91385, -9.45308], [7.84338, -9.32533, -9.33100], [7.80179, -8.69790, -10.93336], [5.62090, -9.69507, -10.15184], [5.44556, -8.14873, -10.66069], [3.23073, -8.90715, -9.24748], [3.20478, -7.97625, -7.74523], [3.55254, -7.20425, -9.23822], [4.64419, -9.52701, -6.73376], [4.80530, -10.78593, -7.94320], [6.20026, -10.06673, -7.04518], [7.31355, -4.84651, -8.35975], [8.66705, -5.12604, -7.36938], [7.17205, -5.19734, -6.70155], [5.13995, -6.28891, -6.42043]], "e_tot_ev": -166041.8736, "charge": 0, "lumo_ha": -0.0570, "e_homo_ev": -7.6}